A structure of composition C4H7NO, computed with ωB97M-V with the def2-TZVPD basis set.

Output
ΔE to the lowest compared entry with this formula, charge and spin, kcal/mol: 112.1
Net charge: 0
Frontier orbital gap, eV: 9.64

Positions of all 13 atoms, in Å:
C1 -1.09906 -0.25978 -0.04272
C2 -0.00313 -0.46793 -1.03432
H1 0.60233 1.98707 -0.60863
C3 0.71248 -1.12713 -0.11612
C4 -0.67205 0.20900 1.30792
O1 1.27959 1.43305 -1.01309
N1 -0.36272 -1.15331 0.90554
H2 -2.13998 -0.42214 -0.29402
H3 0.01564 -0.33143 -2.10301
H4 1.46398 0.73284 -0.35193
H5 -1.48134 0.23389 2.03866
H6 0.11442 0.94642 1.46678
H7 1.56983 -1.78056 -0.15505

Cartesian forces (eV/Å) of the 2 atoms listed first:
C -0.5131 -0.0890 -0.1405
C -0.3483 -1.0297 -0.0419

Here are the Mulliken charges for atoms 1 to 5, given in e:
1 C -0.04
2 C -0.11
3 H 0.32
4 C -0.79
5 C -0.18



The molecule C3H5NO2, computed with ωB97M-V with the def2-TZVPD basis set.

Output
ΔE to the lowest compared entry with this formula, charge and spin, kcal/mol: 70.1
Net charge: 0
Frontier orbital gap, eV: 9.89

Positions of all 11 atoms, in Å:
N1 0.21112 0.94663 -0.29775
H1 0.88323 1.64023 -0.58697
C1 -1.12777 1.33398 0.11536
C2 1.07943 -1.98620 0.10586
O1 1.68564 -2.19929 1.11290
C3 0.63812 -0.29286 -0.34392
H2 -1.07892 2.19380 0.78398
H3 1.19337 -2.46048 -0.87292
H4 -1.74124 1.56431 -0.76139
H5 -1.54994 0.47773 0.63864
O2 -0.19305 -1.21787 0.10623

Cartesian forces (eV/Å) of the 2 atoms listed first:
N 0.2504 -0.1509 -0.1266
H -0.2285 0.0379 -0.0458

Here are the Mulliken charges for atoms 1 to 5, given in e:
1 N -0.06
2 H 0.24
3 C -0.75
4 C 0.41
5 O -0.51



A structure of composition C23H13Co2MoO9, computed with ωB97M-V with the def2-TZVPD basis set.

Output
Net charge: +3
Frontier orbital gap, eV: 3.68

Positions of all 48 atoms, in Å:
O1 -5.78483 1.21131 1.00985
O2 -0.78210 -1.15490 -1.79657
C1 -1.53782 -3.49566 0.96389
H1 0.81368 3.76627 2.25839
O3 0.60879 -1.95441 3.15124
H2 0.37039 -3.61828 -1.31015
O4 2.49477 0.68287 1.00774
C2 3.71522 -3.76666 -1.69817
C3 -2.09038 -0.23416 2.07045
H3 -0.08692 1.68599 2.42114
C4 -4.71252 0.77651 0.96214
H4 -0.62869 6.67305 -0.57680
H5 -2.18394 2.67365 -0.58807
H6 -2.24791 -0.27357 3.15609
C5 -0.16973 -1.85851 2.29853
H7 1.71547 -3.51693 1.02179
C6 2.42472 -3.69398 -2.28109
C7 -0.48665 1.65826 1.42270
H8 0.84744 6.09721 1.36375
O5 -1.60332 -4.64739 0.84789
C8 3.56841 -3.67959 -0.25712
C9 -1.71182 0.89742 1.35461
C10 4.67975 -0.85012 -1.37906
O6 -3.24683 1.04889 -2.15691
H9 4.37366 -3.70336 0.49150
Co1 -3.08854 0.08500 0.58382
C11 0.18330 4.05437 1.42167
C12 2.09044 -0.50187 -2.65568
C13 -0.97712 -1.33525 -0.67844
O7 1.77852 0.28667 -3.45739
C14 2.17081 -3.52105 0.03356
O8 5.68218 -0.31468 -1.59419
C15 -3.67100 -1.59887 0.09607
C16 0.18611 5.35000 0.92612
H10 0.33568 1.12308 0.85409
Mo1 2.78966 -1.80376 -1.15172
C17 1.45940 -3.56097 -1.21010
C18 -3.13278 0.70590 -1.05819
C19 -1.54046 3.43058 -0.15941
C20 -1.60632 4.74308 -0.61349
H11 -2.36427 5.02928 -1.33088
Co2 -1.42529 -1.76356 1.04608
H12 4.66285 -3.92670 -2.22769
C21 -0.67297 5.67354 -0.13469
O9 -4.33640 -2.40492 -0.38709
H13 2.15930 -3.74431 -3.35138
C22 -0.63973 3.08556 0.85614
C23 1.61780 0.18498 0.43505

Cartesian forces (eV/Å) of the 2 atoms listed first:
O 4.7309 -1.8622 0.0732
O -0.2436 -0.2593 3.0421

Here are the Mulliken charges for atoms 1 to 5, given in e:
1 O -0.13
2 O -0.26
3 C 0.28
4 H 0.40
5 O -0.18



A structure of composition C12H28BCs3O6S3, computed with ωB97M-V with the def2-TZVPD basis set.

Output
Net charge: +2
Frontier orbital gap, eV: 8.13

Positions of all 53 atoms, in Å:
H1 8.59099 12.87636 15.80777
H2 7.00047 5.54610 11.17823
H3 4.11943 7.31293 16.30692
Cs1 2.54433 10.67761 14.11933
H4 10.58592 6.38593 10.29961
C1 4.16856 6.25019 16.54410
H5 8.80120 9.05944 14.38447
S1 3.47253 5.26497 15.08572
H6 7.12924 6.52303 9.00724
C2 9.98601 5.48520 10.42967
H7 9.01534 8.48752 15.99823
H8 6.07889 6.93487 14.54485
O1 5.74812 11.87403 14.71706
H9 8.51162 12.07412 14.24384
O2 9.70725 6.84805 12.81566
H10 3.98902 9.26119 12.53369
Cs2 4.92461 10.61820 9.99537
C3 8.40493 11.92068 15.31770
C4 5.68539 5.87783 16.47189
S2 6.69174 11.41004 15.74759
C5 7.57928 6.46705 11.10811
H11 5.95427 4.94945 16.97578
O3 8.67403 4.52207 12.61725
C6 9.25515 10.66570 15.81370
C7 8.60337 9.31788 15.42474
C8 6.13404 5.95070 15.01011
H12 10.69026 4.66704 10.58052
H13 5.37294 4.00555 14.38654
H14 4.96671 8.21361 11.59428
O4 6.43010 11.87715 17.16509
H15 7.14152 5.54818 14.90494
H16 9.32585 10.62330 16.90058
C9 5.15397 5.06947 14.29583
H17 5.66935 9.61904 12.47307
C10 9.02235 5.59383 9.21698
O5 2.53887 6.09318 14.34981
H18 10.28726 10.70979 15.46598
H19 9.58783 5.83615 8.31719
H20 5.06479 5.30398 13.23510
O6 3.04601 3.90757 15.51743
H21 6.33113 9.04137 15.13002
C11 7.04689 9.56990 15.75967
Cs3 2.65501 7.08918 11.45758
H22 6.27170 6.61526 17.02012
B1 4.96488 8.80216 12.49864
H23 7.07584 7.28421 11.62474
H24 3.63038 6.16050 17.48772
H25 8.50193 4.64608 9.07906
C12 7.97970 6.71540 9.66131
H26 6.85580 9.34364 16.80866
H27 8.46463 7.68828 9.58105
H28 5.05393 8.17572 13.37264
S3 9.02106 5.84697 12.01209

Cartesian forces (eV/Å) of the 2 atoms listed first:
H 0.0593 -0.2787 0.2763
H -0.5169 0.1485 -0.1244

Here are the Mulliken charges for atoms 1 to 5, given in e:
1 H 0.45
2 H 0.20
3 H 0.21
4 Cs 0.97
5 H 0.33



A structure of composition C4H5CrO, computed with ωB97M-V with the def2-TZVPD basis set.

Output
⟨S²⟩: 6.068
ΔE to the lowest compared entry with this formula, charge and spin, kcal/mol: 65.2
Net charge: +3
Frontier orbital gap (spin up / spin down), eV: 7.42 / 7.50
Multiplicity: 5

Positions of all 11 atoms, in Å:
H1 0.61132 0.56234 1.12642
H2 -2.08237 0.34621 2.22868
O1 1.86922 -0.45275 -1.26122
Cr1 2.00894 -2.19003 -1.72928
H3 -2.23371 -0.89838 0.83655
C1 -1.69439 -0.06678 1.29626
C2 -0.16049 0.39391 -0.62952
C3 1.29955 0.44165 -0.53113
H4 1.73326 1.45183 -0.56841
C4 -0.64753 0.50978 0.66893
H5 -0.70380 -0.09779 -1.43726

Cartesian forces (eV/Å) of the 2 atoms listed first:
H -4.5534 1.2105 1.7852
H 0.1323 -0.2824 0.3872

Here are the Mulliken charges for atoms 1 to 5, given in e:
1 H 0.36
2 H 0.35
3 O -0.64
4 Cr 1.87
5 H 0.30



The molecule C24H15F2N5O4, computed with ωB97M-V with the def2-TZVPD basis set.

Output
SMILES: O=C(Nc1ccc(Oc2cccn3nccc23)c(F)c1)[C@@H]1C=NC(=O)N(c2ccc(F)cc2)C1=O
Net charge: 0
Frontier orbital gap, eV: 7.71

Positions of all 50 atoms, in Å:
C1 5.18596 1.30239 -5.59988
N1 -0.73273 -0.74228 0.64416
C2 -3.13642 -1.23465 1.29539
C3 -1.60441 0.52630 7.40951
C4 -2.74619 0.02758 4.84200
H1 1.69140 1.11541 -2.88965
O1 -5.15967 1.10592 3.86542
N2 -3.35658 -0.29126 3.61013
C5 4.44794 1.27930 -2.85222
C6 -4.43692 -0.58341 1.04499
H2 3.92922 -0.72977 -3.18197
N3 5.93178 3.57698 -5.28611
C7 -1.38192 0.40368 4.97630
H3 -0.76700 0.48918 4.08077
C8 5.04861 2.50175 -3.45506
C9 0.42822 0.33336 -1.32014
H4 0.19330 1.00362 6.33806
H5 -3.27761 -2.28233 1.06999
F1 -1.05329 0.64045 8.64957
H6 -4.87169 -0.69908 0.02922
C10 -2.74044 -1.13634 2.69758
C11 1.60082 -0.32499 0.70130
C12 6.03468 4.36141 -4.23156
C13 1.67315 0.75147 -1.87339
H7 5.46523 1.31031 -6.65854
C14 -0.84498 0.69909 6.24595
N4 -5.10063 0.05464 1.94478
H8 -4.56814 -0.38224 5.94426
O2 4.03420 1.25331 -1.54380
O3 -1.74214 -1.79774 3.00444
H9 5.55184 4.15088 -2.05180
H10 -3.49652 0.06420 8.16951
C15 -4.53021 0.30968 3.18031
C16 0.41697 -0.26737 -0.02576
H11 -0.48634 0.50235 -1.91820
C17 -2.91165 0.11585 7.26157
F2 3.98442 0.02174 0.93368
C18 4.34274 0.15124 -3.64650
C19 -2.09298 -0.67435 0.36166
C20 5.50395 3.74951 -3.05101
H12 -0.49910 -1.16461 1.53163
N5 5.34031 2.45649 -4.82925
H13 6.55510 5.33098 -4.21361
H14 4.56890 -0.65761 -5.71270
C21 4.72368 0.16532 -5.05119
C22 -3.50088 -0.10665 6.01798
C23 2.84985 0.14447 0.16065
C24 2.86222 0.69517 -1.12195
H15 1.62029 -0.73744 1.71131
O4 -2.48745 -0.32307 -0.74894

Cartesian forces (eV/Å) of the 2 atoms listed first:
C 0.2248 0.4533 -0.3038
N -1.3196 -0.2138 1.0143

Here are the Mulliken charges for atoms 1 to 5, given in e:
1 C -0.04
2 N -0.05
3 C 0.74
4 C 0.31
5 C 0.14



A cluster of 2 separate species, CH4Se in total, computed with ωB97M-V with the def2-TZVPD basis set.

Output
ΔE to the lowest compared entry with this formula, charge and spin, kcal/mol: 64.6
Net charge: 0
Frontier orbital gap (spin up / spin down), eV: 6.53 / 9.74

Positions of all 6 atoms, in Å:
H1 -2.26568 3.75725 -0.71887
Se1 -1.55556 2.51994 -1.16895
C1 0.91937 -1.55472 0.47707
H2 0.54681 -1.86105 1.44399
H3 0.35990 -1.31037 -0.39953
H4 1.99517 -1.55104 0.36629

Cartesian forces (eV/Å) of the 2 atoms listed first:
H 0.2916 -0.5095 -0.1827
Se -0.2862 0.5020 0.1859

Here are the Mulliken charges for atoms 1 to 5, given in e:
1 H 0.14
2 Se -0.14
3 C -0.81
4 H 0.28
5 H 0.28



A cluster of 2 separate species, C2H3N3O in total, computed with ωB97M-V with the def2-TZVPD basis set.

Output
ΔE to the lowest compared entry with this formula, charge and spin, kcal/mol: 81.7
Net charge: 0
Frontier orbital gap, eV: 9.97

Positions of all 9 atoms, in Å:
N1 1.51623 0.46219 0.08205
C1 2.26387 1.02148 -0.62953
H1 0.26467 0.05608 1.40532
N2 -2.01975 -1.09317 -0.76590
C2 -2.20217 -0.34902 0.18730
N3 0.59054 -0.16156 0.52421
H2 -1.18023 -1.24812 -1.22031
H3 3.41564 1.06147 -0.67149
O1 -2.64880 0.25064 1.08835

Cartesian forces (eV/Å) of the 2 atoms listed first:
N 0.8055 0.8153 -0.4590
C 3.2962 1.0084 -0.3246

Here are the Mulliken charges for atoms 1 to 5, given in e:
1 N 0.47
2 C -0.23
3 H 0.24
4 N -0.50
5 C 0.65